Below is 8 unconnected molecules or ions with the total composition C40H90F18N5P3, with properties calculated with ωB97M-V/def2-TZVPD.

Atoms and positions in Å:
C -5.735 -6.063 -1.230
C -4.739 -6.021 0.080
C -4.275 -4.603 0.214
N -3.465 -4.247 1.495
C -2.993 -2.819 1.332
C -4.327 -4.268 2.792
C -3.698 -5.397 3.741
C -2.236 -5.331 3.379
C -2.231 -5.161 1.791
H -6.676 -5.522 -1.129
H -6.038 -7.103 -1.352
H -5.240 -5.643 -2.105
H -3.985 -6.793 -0.075
H -5.344 -6.078 0.985
H -5.181 -4.043 0.447
H -3.659 -4.316 -0.638
H -2.668 -2.599 2.349
H -3.732 -2.058 1.081
H -2.283 -2.694 0.516
H -4.371 -3.318 3.325
H -5.315 -4.694 2.616
H -3.864 -5.200 4.801
H -3.987 -6.419 3.498
H -1.809 -4.470 3.893
H -1.670 -6.182 3.757
H -1.223 -4.930 1.446
H -2.505 -6.111 1.331
C -1.839 0.285 -3.820
C -2.507 0.912 -2.526
C -4.002 1.034 -2.588
N -4.721 1.469 -1.254
C -6.145 1.608 -1.589
C -4.301 2.868 -0.815
C -3.653 2.768 0.558
C -4.304 1.497 1.179
C -4.503 0.554 -0.083
H -2.308 0.638 -4.739
H -1.980 -0.796 -3.851
H -0.791 0.570 -3.911
H -2.313 1.984 -2.505
H -2.081 0.392 -1.668
H -4.357 0.007 -2.674
H -4.222 1.598 -3.494
H -6.291 2.390 -2.335
H -6.723 1.867 -0.702
H -6.390 0.632 -2.008
H -5.160 3.497 -0.582
H -3.667 3.317 -1.580
H -3.960 3.642 1.134
H -2.588 2.803 0.328
H -5.301 1.654 1.591
H -3.710 0.972 1.927
H -5.196 -0.266 0.107
H -3.464 0.240 -0.179
C -0.325 5.977 -6.556
C -0.038 5.246 -5.215
C 0.651 3.887 -5.541
N 1.781 3.525 -4.540
C 3.123 4.288 -4.778
C 1.937 1.990 -4.643
C 2.552 1.589 -3.315
C 2.114 2.569 -2.294
C 1.373 3.653 -3.042
H 0.608 5.981 -7.120
H -0.695 6.968 -6.295
H -1.088 5.436 -7.114
H -1.022 5.060 -4.784
H 0.544 5.889 -4.555
H 1.171 3.881 -6.499
H -0.115 3.116 -5.630
H 3.393 4.039 -5.804
H 3.810 3.958 -3.999
H 2.932 5.354 -4.656
H 2.545 1.848 -5.537
H 1.022 1.421 -4.807
H 3.625 1.413 -3.243
H 2.295 0.559 -3.070
H 3.029 3.007 -1.895
H 1.552 2.273 -1.408
H 1.455 4.645 -2.599
H 0.306 3.510 -2.875
C 2.174 4.284 1.074
C 3.314 3.827 1.901
C 2.841 3.188 3.211
N 3.967 2.454 4.014
C 4.817 1.580 3.116
C 4.950 3.361 4.797
C 4.339 3.465 6.189
C 3.087 2.626 6.231
C 3.336 1.512 5.118
H 1.587 3.488 0.616
H 2.549 5.002 0.345
H 1.475 4.830 1.708
H 4.091 4.566 2.098
H 3.881 3.161 1.251
H 2.153 2.349 3.101
H 2.303 3.859 3.881
H 4.274 1.130 2.285
H 5.333 0.731 3.565
H 5.470 2.310 2.638
H 5.945 2.920 4.854
H 4.947 4.338 4.314
H 5.055 3.098 6.925
H 4.200 4.538 6.324
H 2.988 2.081 7.170
H 2.100 3.088 6.207
H 4.102 0.767 5.334
H 2.460 0.951 4.792
C 2.561 -3.826 -5.951
C 2.486 -3.245 -4.487
C 3.140 -4.127 -3.484
N 2.884 -3.886 -1.966
C 1.343 -3.799 -1.578
C 3.480 -2.500 -1.510
C 4.294 -2.875 -0.252
C 4.874 -4.259 -0.449
C 3.662 -5.016 -1.121
H 3.597 -3.666 -6.250
H 1.895 -3.168 -6.510
H 2.465 -4.899 -6.118
H 1.422 -3.214 -4.253
H 2.892 -2.242 -4.355
H 4.222 -4.243 -3.547
H 2.668 -5.095 -3.651
H 1.273 -3.468 -0.542
H 0.963 -4.820 -1.567
H 0.852 -3.106 -2.262
H 2.998 -1.526 -1.436
H 4.155 -2.158 -2.295
H 3.521 -2.913 0.515
H 5.064 -2.232 0.174
H 5.078 -4.697 0.528
H 5.783 -4.304 -1.049
H 3.110 -5.411 -0.267
H 3.922 -5.906 -1.695
P -0.469 -1.051 6.102
F -1.186 -0.095 4.973
F 1.000 -0.454 5.664
F -0.589 0.300 7.004
F -0.031 -1.897 7.395
F -1.977 -1.246 6.493
F -0.456 -2.361 5.176
P -1.601 3.301 4.221
F -2.739 3.106 5.291
F -0.517 2.733 5.359
F -1.893 1.855 3.749
F -0.428 3.766 3.115
F -2.755 3.968 3.282
F -1.392 4.691 5.139
P 0.534 -0.400 1.260
F 1.881 -0.525 0.380
F -0.576 -0.253 -0.016
F 0.492 -2.033 1.202
F -0.741 -0.276 2.314
F 1.485 -0.412 2.616
F 0.813 1.245 1.155

Calculated values
Total charge   +1
HOMO energy (spin up / spin down)   -4.54 / -10.06 eV
Energy above the lowest of the compared OMol25 structures with the same formula, charge and spin   1.485 eV
F_max   5.42 eV/Å
LUMO level (spin up / spin down)   -0.0754 / -0.0791 Ha
Spin multiplicity   2
Frontier orbital gap (spin up / spin down)   2.483 / 7.905 eV

Atom charges from the Mulliken analysis, given in e for atoms 1 to 99: atom 1 (C): -1.326, atom 2 (C): -0.305, atom 3 (C): -1.090, atom 4 (N): 1.050, atom 5 (C): -1.808, atom 6 (C): -0.596, atom 7 (C): -0.643, atom 8 (C): -0.612, atom 9 (C): -0.446, atom 10 (H): 0.357, atom 11 (H): 0.388, atom 12 (H): 0.386, atom 13 (H): 0.373, atom 14 (H): 0.197, atom 15 (H): 0.410, atom 16 (H): 0.541, atom 17 (H): 0.548, atom 18 (H): 0.414, atom 19 (H): 0.422, atom 20 (H): 0.412, atom 21 (H): 0.315, atom 22 (H): 0.428, atom 23 (H): 0.268, atom 24 (H): 0.171, atom 25 (H): 0.513, atom 26 (H): 0.183, atom 27 (H): 0.321, atom 28 (C): -1.924, atom 29 (C): 1.748, atom 30 (C): -1.159, atom 31 (N): 0.959, atom 32 (C): -1.247, atom 33 (C): -0.778, atom 34 (C): -0.131, atom 35 (C): -0.615, atom 36 (C): -0.147, atom 37 (H): 0.469, atom 38 (H): 0.796, atom 39 (H): -0.147, atom 40 (H): -0.081, atom 41 (H): -0.261, atom 42 (H): 0.293, atom 43 (H): 0.384, atom 44 (H): 0.420, atom 45 (H): 0.430, atom 46 (H): 0.402, atom 47 (H): 0.339, atom 48 (H): 0.308, atom 49 (H): 0.539, atom 50 (H): -0.071, atom 51 (H): 0.426, atom 52 (H): 0.248, atom 53 (H): 0.347, atom 54 (H): -0.373, atom 55 (C): -1.363, atom 56 (C): -0.220, atom 57 (C): -1.187, atom 58 (N): 1.554, atom 59 (C): -0.979, atom 60 (C): -1.191, atom 61 (C): -0.239, atom 62 (C): 0.535, atom 63 (C): -0.939, atom 64 (H): 0.363, atom 65 (H): 0.396, atom 66 (H): 0.346, atom 67 (H): 0.277, atom 68 (H): 0.318, atom 69 (H): 0.482, atom 70 (H): 0.318, atom 71 (H): 0.334, atom 72 (H): 0.348, atom 73 (H): 0.268, atom 74 (H): 0.668, atom 75 (H): -0.379, atom 76 (H): 0.317, atom 77 (H): 0.015, atom 78 (H): 0.144, atom 79 (H): -0.297, atom 80 (H): 0.462, atom 81 (H): 0.007, atom 82 (C): -0.934, atom 83 (C): -0.246, atom 84 (C): -0.354, atom 85 (N): 0.454, atom 86 (C): -1.109, atom 87 (C): -0.520, atom 88 (C): -0.456, atom 89 (C): -0.654, atom 90 (C): -0.536, atom 91 (H): -0.137, atom 92 (H): 0.443, atom 93 (H): 0.386, atom 94 (H): 0.396, atom 95 (H): 0.336, atom 96 (H): -0.220, atom 97 (H): 0.390, atom 98 (H): 0.215, atom 99 (H): 0.332